48
Properties=species:S:1:pos:R:3 method="wB97M-V/def2-TZVPD" e_lumo_ev=-2.5 de_lowest_ev=0.000 e_tot_ha=-1203.08711 charge=+1
C 1.31902 -0.60092 1.27184
O 1.17001 -1.97457 1.57348
C 0.17894 -0.22181 0.33263
C 0.27901 1.16592 -0.35232
C -0.46167 1.20848 -1.69105
O -1.74561 0.85324 -1.70017
O 0.08922 1.53940 -2.70831
N -1.17096 -0.39489 0.96817
H 1.12608 -0.17896 2.26494
H 2.25344 -0.24833 0.87669
H 1.89930 -2.45842 1.16807
H 0.35155 -0.90100 -0.52066
H 1.30605 1.45578 -0.56328
H 0.00911 1.98800 0.30196
H -2.37356 1.20900 -0.98561
H -1.20882 0.26689 1.74578
H -1.19795 -1.35436 1.34024
H -1.95515 -0.25198 0.30947
H -4.06693 2.34474 -0.78654
H -2.95983 2.47680 0.40359
O -3.49745 1.88354 -0.17031
H -1.05695 3.75580 -2.29239
H 0.35572 4.23801 -2.40682
O -0.42047 4.33644 -1.85270
H -1.33307 3.20780 1.37891
H -1.98256 2.83507 2.67406
O -1.91327 2.50120 1.76861
H -2.32711 -2.23394 -0.38007
H -3.19647 -1.84777 -1.48744
O -3.07726 -1.63899 -0.54237
H 0.31501 5.00192 1.22789
H -0.35493 4.42093 -0.11852
O -0.09766 4.23914 0.81397
H -2.18352 -3.94321 1.24791
H -0.69976 -4.18077 0.79303
O -1.41722 -3.55416 0.80323
H 3.91695 -2.32819 -2.26835
H 2.79736 -3.08853 -2.87901
O 3.31519 -3.06064 -2.07059
H 2.24789 -0.14575 4.65708
H 1.59462 -1.51287 4.01094
O 2.24691 -0.81426 3.96091
H 4.29013 -2.08817 1.16426
H 3.70478 -2.42741 -0.35411
O 3.66245 -1.89347 0.45728
H 0.50595 -2.22387 -4.50727
H 0.66986 -2.73553 -3.01382
O 1.09367 -2.62534 -3.86326

---

15
Properties=species:S:1:pos:R:3 method="wB97M-V/def2-TZVPD" e_lumo_ev=0.6 de_lowest_ev=5.492 e_tot_ha=-304.63366
C -0.89264 0.92044 0.60117
C -0.18705 -0.10736 -0.85532
C 1.33101 -0.22063 -0.67913
C 2.00563 1.06905 -0.50076
N 2.53183 2.08715 -0.34154
C -0.87224 -0.90899 0.60183
N -0.72547 -1.43703 -0.70791
H -0.92772 0.89534 1.70269
H -0.13498 1.67034 0.36854
H -1.85373 1.26147 0.21765
H 1.65400 -0.64417 -1.63785
H 1.68832 -0.91837 0.09386
H -1.88108 -0.96864 0.99997
H -0.10310 -1.22241 1.30370
H -1.63280 -1.47620 -1.16691